Formula: C2H3ClN
Source: the OMol25 dataset
Level of theory: the ωB97M-V functional and the def2-TZVPD basis

```
7
Properties=species:S:1:pos:R:3:forces:R:3
C 0.562 1.455 -0.009 0.453 0.733 -0.324
C -0.433 -0.797 0.036 -2.780 -0.298 1.601
N 0.068 0.442 -0.016 0.194 -0.855 1.045
Cl -2.820 0.192 0.015 1.735 -0.868 0.062
H 1.126 2.337 -0.117 0.346 0.990 0.076
H -0.524 -1.210 -0.906 -0.235 -1.032 -1.835
H -0.467 -1.472 0.932 0.287 1.331 -0.625
```
Positions in Å, forces in eV/Å.

Summary:
ΔE to the lowest compared entry with this formula, charge and spin	218.0	kJ/mol
total charge	+1
M	76.51	u
Kohn-Sham gap (alpha / beta)	8.204 / 7.759	eV
strongest force on any atom	3.222	eV Å⁻¹

These are the Mulliken partial charges, in e, on atoms 1 to 2:
1 C -0.0542
2 C -0.3244

=====

Formula: C2H3ClN
Source: the OMol25 dataset
Level of theory: the ωB97M-V functional and the def2-TZVPD basis

```
7
Properties=species:S:1:pos:R:3:forces:R:3
C -0.995 1.314 -0.412 -3.286 -0.375 0.174
C -2.714 0.319 -0.361 3.212 0.756 -0.064
N -0.236 0.172 -0.077 3.460 -2.753 0.054
Cl -3.964 1.253 -0.555 -1.067 0.809 -0.187
H 0.676 0.344 0.646 -3.100 -0.739 -2.148
H 0.211 -0.168 -0.994 0.093 1.003 0.935
H -0.842 -0.726 0.015 0.687 1.300 1.236
```
Positions in Å, forces in eV/Å.

Summary:
ΔE to the lowest compared entry with this formula, charge and spin	637.0	kJ/mol
total charge	+1
M	76.51	u
Kohn-Sham gap (alpha / beta)	7.051 / 7.022	eV
strongest force on any atom	4.422	eV Å⁻¹

These are the Mulliken partial charges, in e, on atoms 1 to 2:
1 C -0.0496
2 C -0.0412

=====

Formula: C2H3ClNO3
Source: the OMol25 dataset
Level of theory: the ωB97M-V functional and the def2-TZVPD basis

```
10
Properties=species:S:1:pos:R:3:forces:R:3
C -2.220 0.135 0.070 -0.735 1.162 0.157
C 1.291 0.131 -0.716 -0.951 1.913 2.921
N 1.089 -0.246 1.604 0.684 1.094 0.580
O -1.945 1.259 -0.118 0.683 0.169 -0.047
O -2.890 -0.812 0.056 -0.760 -1.309 -0.374
O 1.692 -0.623 0.423 0.313 -0.761 -0.438
Cl -0.657 -0.833 1.611 0.113 -0.503 0.048
H 1.912 1.020 -0.914 -0.156 0.325 0.712
H 0.229 0.408 -0.481 1.030 -0.067 -1.119
H 1.497 -0.439 -1.535 -0.221 -2.023 -2.442
```
Positions in Å, forces in eV/Å.

Summary:
ΔE to the lowest compared entry with this formula, charge and spin	198.1	kJ/mol
total charge	-1
M	124.50	u
Kohn-Sham gap	6.124	eV
strongest force on any atom	3.619	eV Å⁻¹

These are the Mulliken partial charges, in e, on atoms 1 to 2:
1 C 0.6554
2 C 0.1886

=====

Formula: C2H3ClNOP
Source: the OMol25 dataset
Level of theory: the ωB97M-V functional and the def2-TZVPD basis

```
9
Properties=species:S:1:pos:R:3:forces:R:3
C -1.068 0.486 -0.057 0.189 0.589 -2.826
P 0.293 -0.751 0.094 -1.298 1.565 0.465
O 0.128 -2.081 -0.482 0.163 0.240 -0.296
Cl 0.325 -0.798 2.125 0.680 -0.029 -0.238
C 1.699 0.219 -0.483 0.308 -0.467 0.955
N 2.635 0.884 -0.548 -0.100 0.027 -0.345
H -1.910 -0.255 0.084 0.241 1.546 0.497
H -0.959 1.536 0.494 -0.438 -2.837 -0.728
H -1.143 0.760 -1.228 0.256 -0.635 2.516
```
Positions in Å, forces in eV/Å.

Summary:
SMILES string	C[P@](=O)(Cl)C#N
ΔE to the lowest compared entry with this formula, charge and spin	48.5	kJ/mol
total charge	0
M	123.48	u
Kohn-Sham gap	11.661	eV
strongest force on any atom	2.961	eV Å⁻¹

These are the Mulliken partial charges, in e, on atoms 1 to 2:
1 C -0.9341
2 P 0.8015

=====

Formula: C2H3ClO2P
Source: the OMol25 dataset
Level of theory: the ωB97M-V functional and the def2-TZVPD basis

```
9
Properties=species:S:1:pos:R:3:forces:R:3
C -0.168 0.511 1.983 0.247 0.276 0.325
C 0.619 -0.876 -0.543 -0.669 -0.845 0.329
O 0.689 1.286 1.959 0.970 0.945 0.052
O -0.988 -0.230 2.315 -1.073 -1.167 0.499
P -0.506 0.458 -0.566 0.311 0.612 -0.479
Cl 1.153 -1.389 -2.197 0.333 -0.142 -0.366
H 0.118 -1.763 -0.120 0.209 0.231 -0.106
H -1.274 0.555 -1.761 -0.396 -0.353 -0.339
H 0.356 1.449 -1.069 0.067 0.445 0.086
```
Positions in Å, forces in eV/Å.

Summary:
ΔE to the lowest compared entry with this formula, charge and spin	415.7	kJ/mol
total charge	-1
M	125.47	u
Kohn-Sham gap	6.458	eV
strongest force on any atom	1.662	eV Å⁻¹

These are the Mulliken partial charges, in e, on atoms 1 to 2:
1 C 0.5591
2 C -0.4640

=====

Formula: C2H3ClO2P
Source: the OMol25 dataset
Level of theory: the ωB97M-V functional and the def2-TZVPD basis

```
9
Properties=species:S:1:pos:R:3:forces:R:3
C 0.249 0.186 -0.296 0.087 0.515 -0.161
C -0.316 -0.751 0.435 0.321 -0.749 0.077
P 0.184 -2.486 0.171 0.461 -0.236 0.446
O 0.276 -3.221 1.454 -0.205 0.211 0.265
O 1.231 -2.611 -0.866 0.058 0.377 -0.298
Cl -1.615 -3.082 -0.722 -0.685 -0.296 -0.334
H 0.028 1.241 -0.195 -0.098 0.118 0.079
H 0.967 -0.101 -1.046 0.184 -0.043 -0.161
H -1.045 -0.557 1.208 -0.122 0.102 0.086
```
Positions in Å, forces in eV/Å.

Summary:
SMILES string	C=C[P@](=O)([O-])Cl
ΔE to the lowest compared entry with this formula, charge and spin	0.0	kJ/mol
total charge	-1
M	125.47	u
Kohn-Sham gap	9.240	eV
strongest force on any atom	0.818	eV Å⁻¹

These are the Mulliken partial charges, in e, on atoms 1 to 2:
1 C -0.5380
2 C -0.3852

=====

Formula: C2H3ClO2P
Source: the OMol25 dataset
Level of theory: the ωB97M-V functional and the def2-TZVPD basis

```
9
Properties=species:S:1:pos:R:3:forces:R:3
C 2.217 -2.347 -1.730 -0.277 0.061 0.048
C 1.281 -1.656 -1.460 0.465 -0.201 -0.117
O -0.160 2.432 0.793 0.616 0.006 -0.402
O -2.054 2.277 2.535 -0.332 -0.111 0.428
P -1.271 1.702 1.425 0.305 0.360 0.651
Cl -2.609 1.210 -0.076 -0.703 -0.263 -0.827
H 3.024 -2.978 -1.963 0.378 -0.261 -0.106
H -0.920 0.365 1.694 0.136 -0.042 0.124
H 0.494 -1.006 -1.217 -0.588 0.450 0.202
```
Positions in Å, forces in eV/Å.

Summary:
ΔE to the lowest compared entry with this formula, charge and spin	182.6	kJ/mol
total charge	-1
M	125.47	u
Kohn-Sham gap	8.651	eV
strongest force on any atom	1.117	eV Å⁻¹

These are the Mulliken partial charges, in e, on atoms 1 to 2:
1 C -0.5698
2 C -0.2961

=====

Formula: C2H3ClO2S
Source: the OMol25 dataset
Level of theory: the ωB97M-V functional and the def2-TZVPD basis

```
9
Properties=species:S:1:pos:R:3:forces:R:3
C 0.908 -0.164 1.204 -1.975 1.751 -2.085
C 0.702 -0.803 0.070 0.014 -1.520 -2.163
O -1.538 1.133 -2.415 1.456 -0.665 2.424
O -0.265 -0.494 -0.952 0.661 0.138 0.356
S -0.837 1.037 -1.116 -0.893 0.086 -1.808
Cl -2.347 0.897 0.323 0.011 -0.002 0.002
H 0.452 0.828 1.437 0.437 -1.296 0.213
H 1.602 -0.686 1.732 1.984 -0.591 2.161
H 1.322 -1.748 -0.283 -1.695 2.100 0.900
```
Positions in Å, forces in eV/Å.

Summary:
ΔE to the lowest compared entry with this formula, charge and spin	136.7	kJ/mol
total charge	0
M	126.56	u
Kohn-Sham gap	10.421	eV
strongest force on any atom	3.363	eV Å⁻¹

These are the Mulliken partial charges, in e, on atoms 1 to 2:
1 C -0.6125
2 C 0.1867

=====

Formula: C2H3ClO3P
Source: the OMol25 dataset
Level of theory: the ωB97M-V functional and the def2-TZVPD basis

```
10
Properties=species:S:1:pos:R:3:forces:R:3
O -1.766 2.667 1.338 0.998 -0.600 0.168
P -0.427 2.007 1.330 -1.024 -2.019 -1.053
O 0.769 2.478 2.054 -0.147 -0.270 -0.111
O -0.596 -0.127 1.528 -0.913 1.888 1.384
C 0.241 -0.254 0.476 2.100 2.438 -0.005
C -0.075 1.054 -0.299 -2.357 -0.523 1.758
Cl 1.051 1.653 -1.427 1.133 0.613 -1.255
H -0.016 -1.073 -0.171 0.494 -0.959 -0.186
H 1.358 -0.104 0.819 -1.420 -1.085 -0.937
H -1.096 0.885 -0.753 1.135 0.518 0.237
```
Positions in Å, forces in eV/Å.

Summary:
SMILES string	O=[P@@]1([O-])OC[C@@H]1Cl
ΔE to the lowest compared entry with this formula, charge and spin	142.6	kJ/mol
total charge	-1
M	141.47	u
Kohn-Sham gap	8.584	eV
strongest force on any atom	3.218	eV Å⁻¹

These are the Mulliken partial charges, in e, on atoms 1 to 2:
1 O -0.6800
2 P 0.8986

=====

Formula: C2H3ClS
Source: the OMol25 dataset
Level of theory: the ωB97M-V functional and the def2-TZVPD basis

```
7
Properties=species:S:1:pos:R:3:forces:R:3
S 0.693 1.679 -1.068 -0.766 -1.540 0.279
C 0.511 0.233 -0.306 0.374 3.106 -2.492
C -0.368 -0.897 -0.390 -0.420 -2.754 -0.503
Cl -0.708 -1.189 1.298 -2.009 0.087 2.943
H 1.162 0.074 0.466 1.971 -0.331 1.875
H 0.264 -1.878 -0.261 -0.839 1.658 -2.685
H -1.331 -0.864 -0.997 1.689 -0.227 0.583
```
Positions in Å, forces in eV/Å.

Summary:
SMILES string	S=CCCl
ΔE to the lowest compared entry with this formula, charge and spin	128.0	kJ/mol
total charge	0
M	94.57	u
Kohn-Sham gap	8.417	eV
strongest force on any atom	4.000	eV Å⁻¹

These are the Mulliken partial charges, in e, on atoms 1 to 2:
1 S -0.2076
2 C -0.3770

=====

no.,electronic energy (eV)
1,-16123.0652
2,-16118.7224
3,-22275.4240
4,-27471.7134
5,-28028.6018
6,-28032.9102
7,-28031.0179
8,-29573.2980
9,-30078.9596
10,-25478.2401